Below is an isolated ion of composition C37H56N2P and charge +1 at a distorted geometry, with properties calculated with ωB97M-V/def2-TZVPD.

Values from the calculation:
ΔE to the lowest compared entry with this formula, charge and spin: 33.3 kJ/mol
total energy: -1894.12147 Eh
highest occupied orbital energy: -9.40 eV
M: 559.8 g mol⁻¹
charge: +1
spin multiplicity: 1
Kohn-Sham gap: 7.514 eV
LUMO level: -1.88 eV
strongest force on any atom: 3.4 eV/A

Last column: Mulliken charge in e.
Cartesian coordinates (Å):
1 P 1.404882 -0.595423 0.276915  1.88
2 N -4.712415 -3.489165 -0.931715  0.03
3 N -1.038514 5.447496 -0.222408  -0.02
4 C 3.774616 -3.675578 0.582617  0.18
5 C -2.544345 -0.502288 -1.080451  -1.23
6 C 4.970516 0.620666 -2.917034  -1.13
7 C 0.046469 -0.153260 -0.805733  0.51
8 C 1.078444 6.013930 -1.342780  -0.95
9 C 1.469561 -2.419884 0.122894  -1.14
10 C 0.041872 6.406862 -0.307019  -0.63
11 C -1.392568 1.806817 0.171353  -0.37
12 C -1.192643 -2.437083 -1.154841  -1.34
13 C -0.785925 4.105880 -0.298085  0.26
14 C 0.997103 0.172234 1.940610  -0.60
15 C -0.294037 1.337096 -0.569692  -1.09
16 C 5.345186 0.400378 -1.450949  -0.60
17 C 0.452934 3.647839 -0.814603  0.30
18 C 1.566107 4.587333 -1.136543  -0.70
19 C 4.359642 -0.468055 -0.612115  -0.46
20 C 2.730484 -0.108016 3.960302  -0.03
21 C -2.123647 -4.746639 -0.974482  -0.38
22 C -1.253425 -1.051203 -0.952585  -0.44
23 C -1.732267 3.155471 0.166406  -0.12
24 C 3.328293 0.675750 5.131381  -1.41
25 C 2.927653 0.114356 -0.497241  -1.06
26 C 1.909479 0.799604 3.039060  -0.99
27 C -3.072537 3.603766 0.649503  -0.37
28 C -6.029992 -2.938207 -1.170590  -0.67
29 C -3.702744 -1.280478 -0.982315  0.20
30 C -3.592463 -2.695065 -0.932086  0.27
31 C -4.615905 -4.914117 -1.161248  -0.69
32 C 4.275878 -5.081690 0.934300  -1.52
33 C -2.298925 -3.263089 -0.994477  0.33
34 C -6.180771 -1.561707 -0.556154  -0.97
35 C -3.380746 -5.490349 -0.514198  -0.92
36 C 0.628387 2.287498 -1.042301  -0.74
37 C -2.241774 5.945425 0.396577  -0.70
38 C -3.418132 5.015300 0.171360  -0.87
39 C -5.048436 -0.624600 -1.000318  -0.47
40 C 2.255457 -3.611741 0.707456  -1.38
41 H -2.697968 0.558967 -1.265885  1.03
42 H -1.838185 -5.092204 -1.982743  0.31
43 H 0.638553 6.093146 -2.341052  0.31
44 H 0.420634 -0.158561 -1.860855  0.65
45 H 4.030631 1.434936 4.781858  0.34
46 H 4.319257 -1.470377 -1.052067  0.12
47 H -4.609613 -5.125685 -2.244859  0.29
48 H -5.257427 -0.263235 -2.024090  0.33
49 H 2.091210 4.240380 -2.032669  0.42
50 H 3.862817 0.018385 5.809871  0.39
51 H 3.945177 -5.377573 1.933904  0.35
52 H -0.259673 -2.918761 -1.443729  0.79
53 H -1.288395 -5.006903 -0.307751  0.16
54 H 4.801973 -0.623304 0.384223  0.24
55 H 2.619132 0.312426 -1.533193  0.48
56 H -5.526411 -5.363380 -0.747246  0.42
57 H -6.752165 -3.636208 -0.730162  0.41
58 H 1.580057 -2.519453 -0.971544  0.72
59 H -3.842788 2.901400 0.304697  0.13
60 H -7.147933 -1.139269 -0.840659  0.40
61 H 4.071316 -3.435169 -0.446880  0.24
62 H 0.531369 6.503107 0.680981  0.27
63 H 5.755539 1.204208 -3.408371  0.41
64 H 5.365777 -5.122605 0.908974  0.43
65 H 4.886215 -0.329757 -3.457108  0.29
66 H 3.535409 -0.591255 3.388284  0.14
67 H -3.665103 4.982395 -0.894247  0.31
68 H 1.971566 -3.820796 1.751337  0.46
69 H 1.511672 1.961419 -1.591430  0.51
70 H 6.331324 -0.091401 -1.409241  0.41
71 H -5.037835 0.264613 -0.354409  0.15
72 H -2.051438 1.115933 0.719915  0.77
73 H 2.079093 -0.902030 4.350415  0.34
74 H 4.032712 1.179108 -3.039324  0.24
75 H 0.379789 -0.591315 2.446763  0.64
76 H 2.307595 4.565961 -0.320262  0.28
77 H 1.871129 -4.479374 0.136556  0.31
78 H 2.557056 1.183054 5.716781  0.35
79 H 4.238338 -2.930343 1.248731  0.09
80 H -2.081205 6.072808 1.481767  0.29
81 H -3.302001 -6.551889 -0.766617  0.39
82 H -4.295130 5.395180 0.704286  0.39
83 H 5.447181 1.371417 -0.951790  0.33
84 H 1.227220 1.349808 3.716445  0.53
85 H 3.902499 -5.829069 0.224990  0.35
86 H -3.463740 -5.410533 0.575306  0.30
87 H 2.568505 1.572410 2.613420  0.25
88 H -6.248060 -2.893019 -2.253252  0.28
89 H 1.920453 6.705577 -1.294953  0.39
90 H 0.291449 0.982268 1.687701  -0.09
91 H -6.161532 -1.649966 0.538971  0.30
92 H 0.434825 -2.643959 0.419581  0.81
93 H -0.403653 7.379237 -0.554496  0.41
94 H -2.443723 6.939614 -0.025998  0.42
95 H 3.030939 1.075579 0.044046  0.48
96 H -3.095184 3.567990 1.748310  0.27

Force components x, y, z for each atom (eV/Å):
P 2.0338 -0.7231 1.1292
N -0.2357 -0.1002 0.5410
N -0.1348 0.3261 -0.4546
C 0.0143 0.0624 0.0734
C -0.2157 -0.2933 0.6851
C -0.0197 -0.0293 0.0238
C -2.4282 0.7550 -2.2271
C -0.0456 0.0328 -0.3083
C -0.2362 -0.2876 0.4864
C 0.2293 0.0377 0.2561
C 0.0102 -0.1815 -0.3055
C -0.0436 -0.0247 0.6280
C 0.3549 -0.5645 0.1094
C -0.4513 -0.3114 0.4706
C 0.6306 0.1239 0.2308
C -0.4550 -0.0814 0.3715
C -0.4515 -0.5646 0.0325
C 0.4008 0.3271 0.0049
C 0.0602 -0.8356 0.3679
C -0.0808 -0.1997 -0.3141
C 0.2296 -0.6823 -0.3873
C 0.2375 0.2133 -0.4166
C 0.8636 -0.0018 -0.1919
C -0.0680 0.0338 -0.1872
C 0.2965 1.0903 -0.0206
C 0.3357 0.2033 -0.0650
C -0.5064 0.0893 0.5539
C -0.0796 0.0966 -0.1660
C 0.8277 -0.5007 -0.3925
C 0.3054 0.5033 -0.1675
C -0.0718 0.0417 -0.2157
C 0.0233 0.1490 -0.0463
C -0.4213 0.5865 -0.5083
C 0.2366 0.2211 0.2694
C 0.3211 -0.0641 0.1604
C -0.7562 -0.0310 0.2363
C -0.1947 0.1554 0.3340
C 0.0054 -0.1940 -0.0542
C -0.5542 0.3217 -0.4409
C 0.3017 -0.1940 0.3663
H 0.1299 -0.2483 0.3402
H -0.0623 0.0144 0.2362
H -0.0228 0.0661 0.0562
H 0.4494 -0.1042 0.8548
H -0.0164 -0.0040 -0.0136
H -0.0609 0.1656 -0.0784
H 0.0009 -0.0235 0.0982
H 0.0286 -0.0817 0.3004
H -0.0028 0.0433 0.0905
H 0.0907 -0.1011 0.0407
H 0.0552 0.0317 -0.0607
H -0.3583 0.0500 0.3647
H -0.1470 0.0175 -0.1852
H -0.1783 0.1472 -0.2081
H -0.0642 0.1612 0.3499
H 0.2085 -0.0584 -0.0888
H 0.0385 0.1824 -0.0905
H -0.3051 0.2334 0.2871
H 0.1508 0.0907 0.0810
H 0.0868 -0.0411 0.0922
H -0.0160 -0.0270 0.2007
H -0.0910 0.0788 -0.1488
H -0.1457 -0.0785 0.0425
H -0.0562 -0.0200 0.0403
H -0.0542 0.1293 0.0947
H -0.1232 -0.0281 0.1280
H 0.0448 0.0663 0.0467
H 0.0401 0.2930 -0.2355
H -0.2631 0.2054 0.1194
H -0.3673 0.1613 0.0945
H -0.0054 -0.1623 -0.1654
H 0.2904 0.3339 -0.5121
H 0.1274 0.0533 -0.0935
H 0.1665 -0.1366 0.0379
H 0.1045 0.0415 -0.2712
H -0.1933 -0.0034 -0.1311
H -0.0429 0.3540 0.2226
H -0.0292 -0.0449 -0.1015
H -0.0545 -0.1702 -0.2278
H -0.0679 0.0641 -0.0831
H 0.0138 0.1134 0.1043
H 0.1195 -0.0544 -0.0997
H 0.0848 -0.0743 -0.0607
H 0.0534 -0.1695 -0.5272
H 0.0014 0.1536 0.0836
H -0.0790 -0.0101 -0.1039
H -0.1625 -0.1921 -0.0390
H 0.0804 -0.0048 0.1250
H -0.0672 0.0449 -0.0514
H 0.2880 -0.4521 -0.2445
H -0.0348 -0.0384 -0.2013
H 0.1633 -0.0162 -0.5025
H 0.1930 -0.1862 0.0652
H -0.0119 -0.2280 0.1475
H -0.1382 -0.0958 -0.5617
H -0.0569 0.0534 -0.1184

***

Below is C37H57BHfN13O4S4SeSi as an isolated structure, with properties calculated with ωB97M-V/def2-TZVPD.

Values from the calculation:
ΔE to the lowest compared entry with this formula, charge and spin: 3.6 kJ/mol
total energy: -6813.22727 Eh
highest occupied orbital energy (spin up / spin down): -12.85 / -12.85 eV
M: 1172.6 g mol⁻¹
charge: +2
spin multiplicity: 2
Kohn-Sham gap (spin up / spin down): 7.929 / 4.670 eV
LUMO level (spin up / spin down): -4.92 / -8.18 eV
strongest force on any atom: 0.9 eV/A

Last column: Löwdin spin population.
Cartesian coordinates (Å):
1 Hf 0.450301 -0.151732 0.961052  0.00
2 Se -1.417051 -1.765368 1.184466  0.00
3 S -1.620424 4.513239 -2.513449  0.00
4 S -1.699660 -0.596541 -5.737024  0.01
5 S -0.595610 -1.262240 -2.328788  0.35
6 S -2.595574 0.705086 -2.591824  0.47
7 Si -2.092309 -3.868267 1.961415  0.00
8 O -2.228078 5.797098 -2.403533  0.00
9 O -2.240056 3.420837 -3.224453  0.00
10 O 0.945075 1.848628 1.658349  0.00
11 O -0.342745 1.613056 -0.070783  0.00
12 N 3.126650 -1.930882 0.817891  0.00
13 N -3.435709 1.090214 4.430902  0.00
14 N 1.537743 -0.621066 2.810005  0.00
15 N 3.317385 0.381501 0.015648  0.00
16 N 5.647308 0.788079 1.651744  0.00
17 N 1.803200 -2.014460 0.527797  0.00
18 N 2.068486 0.389956 -0.534311  0.00
19 N -1.433501 3.922449 -0.997071  0.00
20 N -1.802119 1.226745 2.609481  0.00
21 N -2.615405 3.252923 3.716355  0.00
22 N 5.091224 -0.457992 1.622999  0.00
23 N -4.111499 1.990582 2.286604  0.00
24 N 2.790711 -0.126421 2.532652  0.00
25 C -3.713249 3.323880 2.748119  0.00
26 C -2.264611 -1.980877 -2.500235  0.02
27 C -0.019348 4.759398 -3.212667  0.00
28 C 0.614650 3.714271 -3.869946  0.00
29 C -3.056578 2.441348 4.854020  0.00
30 C -4.518134 1.198603 3.451477  0.00
31 C -0.645865 -4.575629 2.883453  0.00
32 C -2.959210 1.351485 1.679497  0.00
33 C -0.568516 4.586642 -0.027094  0.00
34 C -0.067617 -0.402825 -4.967842  0.01
35 C -3.435579 0.958993 -4.183687  0.05
36 C 6.827810 0.642248 2.221417  0.00
37 C 1.850824 3.921668 -4.454544  0.00
38 C 0.413029 2.375091 0.638101  0.00
39 C 5.928729 -1.356322 2.212545  0.00
40 C -1.483982 2.595212 3.087062  0.00
41 C 2.481778 5.163886 -4.375367  0.00
42 C 7.060283 -0.693732 2.599146  0.00
43 C 0.711988 3.783682 0.239144  0.00
44 C -3.552032 -3.500901 3.043321  0.00
45 C 1.235511 -0.222576 4.052475  0.00
46 C 3.445011 1.546830 -1.862781  0.00
47 C 1.832595 6.195725 -3.701117  0.00
48 C 2.740697 -4.015557 0.184854  0.00
49 C -2.552199 -4.822540 0.432848  0.00
50 C 4.152244 1.066926 -0.774247  0.00
51 C -3.224514 -0.903593 -2.028035  0.02
52 C 3.236662 0.548773 3.600236  0.00
53 C -2.287367 0.470630 3.794536  0.00
54 C 2.278861 0.505748 4.598588  0.00
55 C 2.144675 1.112001 -1.656520  0.00
56 C 0.582135 6.008071 -3.132512  0.00
57 C 1.564978 -3.270853 0.160115  0.00
58 C 0.226263 -1.478595 -3.923168  0.03
59 C 3.806460 5.398147 -5.042698  0.00
60 C -2.518824 0.979509 -5.393214  0.01
61 C 3.704616 -3.124636 0.606128  0.00
62 B 3.640109 -0.544031 1.253258  0.00
63 H 4.380142 4.475820 -5.132589  0.00
64 H -0.934308 -5.492916 3.402356  0.00
65 H 0.058930 6.829273 -2.660721  0.00
66 H -5.380765 1.670077 3.922147  0.00
67 H -0.025454 -2.472572 -4.296161  0.01
68 H -1.788841 1.783324 -5.326136  0.00
69 H 2.331027 3.117106 -5.000756  0.00
70 H -2.544832 -0.539772 3.473377  0.00
71 H -2.247524 2.375669 5.583775  0.00
72 H -3.244453 -0.842135 -0.939987  0.00
73 H 0.014841 0.591752 -4.529336  0.00
74 H -3.134530 1.194432 -6.267674  0.00
75 H -1.480266 0.424142 4.526239  0.00
76 H -4.240046 -1.051081 -2.392216  0.00
77 H -2.926248 -5.814357 0.697275  0.00
78 H -3.398620 3.918622 1.887035  0.00
79 H -2.411125 -2.209605 -3.552829  0.00
80 H -4.197119 0.186504 -4.277670  0.00
81 H 0.565163 -3.565599 -0.111073  0.00
82 H 2.349322 0.924997 5.586580  0.00
83 H -0.307784 5.579151 -0.393975  0.00
84 H 1.251755 1.301072 -2.232911  0.00
85 H 0.182496 -4.813328 2.214972  0.00
86 H 7.925977 -1.108907 3.083999  0.00
87 H 0.112464 2.759349 -3.953503  0.00
88 H -3.991845 -4.430007 3.414043  0.00
89 H 1.288160 -1.479808 -3.666474  0.00
90 H -2.643541 1.936221 0.812398  0.00
91 H 4.762376 -3.271431 0.726935  0.00
92 H 4.402508 6.126786 -4.495321  0.00
93 H 4.217305 0.995666 3.588525  0.00
94 H -0.286996 -3.865011 3.629909  0.00
95 H 2.877214 -5.050395 -0.073614  0.00
96 H -1.178626 3.200816 2.233992  0.00
97 H 5.185759 1.184081 -0.503127  0.00
98 H 7.471917 1.498467 2.344076  0.00
99 H -1.692045 -4.957857 -0.226087  0.00
100 H 5.662095 -2.386804 2.365235  0.00
101 H -0.650151 2.535906 3.789411  0.00
102 H 3.656921 5.788955 -6.050929  0.00
103 H -3.905974 1.937255 -4.065280  0.01
104 H -4.568743 3.812754 3.213757  0.00
105 H -1.121244 4.738734 0.900759  0.00
106 H -3.262006 -2.902433 3.908552  0.00
107 H -2.318731 -2.889301 -1.900617  0.00
108 H -3.237813 0.347827 1.355808  0.00
109 H 3.824699 2.141540 -2.673059  0.00
110 H -4.804282 0.197699 3.120882  0.00
111 H 1.290710 3.727158 -0.689633  0.00
112 H -3.912548 2.923050 5.326104  0.00
113 H -1.371358 2.911798 -1.001091  0.00
114 H 0.687648 -0.483768 -5.750322  0.00
115 H -3.344363 -4.309536 -0.116327  0.00
116 H 2.300168 7.170744 -3.643735  0.00
117 H 0.291408 -0.511922 4.481451  0.00
118 H -4.324164 -2.961033 2.492462  0.00
119 H 1.325718 4.243503 1.011309  0.00

Force components x, y, z for each atom (eV/Å):
Hf 0.1583 -0.5222 0.4500
Se -0.7496 -0.3793 -0.2767
S 0.0994 0.1499 0.2784
S -0.0092 -0.0187 -0.0305
S -0.1659 0.3587 -0.1360
S 0.0410 -0.1056 0.1464
Si 0.1259 -0.0282 0.0497
O -0.0584 0.0093 -0.0847
O -0.0691 0.0655 -0.1557
O 0.2101 0.2130 -0.3001
O 0.0879 -0.2918 -0.0590
N -0.0586 -0.0582 0.0325
N 0.0141 0.0041 -0.0008
N 0.0599 0.4584 -0.0817
N 0.1621 -0.0680 0.0256
N 0.0539 -0.0368 0.0095
N -0.1365 0.0741 0.2543
N 0.2033 0.2516 0.3232
N 0.0254 0.0898 -0.2515
N 0.0505 -0.0691 -0.0984
N 0.0118 -0.0085 -0.0001
N 0.0365 -0.0008 -0.1434
N 0.0161 -0.0003 0.0110
N -0.0050 -0.1201 -0.0437
C -0.0129 -0.0080 -0.0043
C 0.0280 -0.1043 0.0190
C -0.0072 -0.0064 0.0573
C 0.0082 -0.0167 -0.0354
C -0.0069 -0.0011 -0.0006
C -0.0071 0.0030 -0.0051
C 0.0144 0.0182 -0.0090
C -0.0411 0.0226 -0.0250
C -0.1091 0.0612 -0.0647
C 0.0011 -0.0335 0.0651
C -0.0352 0.0156 0.0766
C -0.0038 0.0118 0.0082
C 0.0559 -0.0385 0.0314
C 0.2752 0.1240 0.3622
C -0.0517 -0.0085 0.1462
C 0.0052 0.0021 0.0337
C 0.0097 -0.0040 0.0013
C -0.0105 -0.0016 -0.0009
C -0.2793 0.0058 -0.1280
C 0.0004 0.0363 -0.0093
C 0.0534 -0.0488 0.0138
C -0.0744 0.0164 -0.0047
C -0.0173 0.0050 -0.0044
C -0.0300 0.0175 -0.0313
C 0.0070 0.0222 -0.0057
C 0.0077 -0.0060 -0.0942
C -0.0074 -0.0200 -0.0760
C 0.0531 -0.0401 -0.0332
C -0.0185 -0.0353 0.0112
C 0.0032 -0.0032 0.0038
C -0.0340 -0.0149 -0.0354
C 0.0056 0.0205 0.0066
C -0.0077 0.0085 -0.1153
C 0.0523 -0.0581 0.0130
C 0.0159 -0.0078 -0.0115
C 0.0222 0.0189 -0.0195
C 0.0640 0.0183 -0.0741
B 0.0205 0.0397 -0.0690
H -0.0139 0.0111 0.0105
H -0.0267 -0.0045 -0.0115
H 0.0014 -0.0001 0.0017
H -0.0007 -0.0004 0.0007
H 0.0044 -0.0034 0.0107
H 0.0509 0.0171 0.0431
H 0.0003 0.0004 0.0130
H -0.0027 0.0209 0.0010
H 0.0014 -0.0001 0.0015
H 0.0225 0.0090 0.0244
H -0.0110 -0.0026 -0.0065
H 0.0021 -0.0067 -0.0047
H -0.0056 0.0018 0.0039
H -0.0090 -0.0200 0.0177
H 0.0090 -0.0028 0.0266
H -0.0054 -0.0013 -0.0022
H 0.0130 -0.0105 -0.0093
H 0.0240 -0.0191 0.0027
H 0.0023 -0.0105 0.0166
H -0.0010 -0.0021 0.0020
H 0.0106 -0.0145 -0.0068
H 0.0009 0.0076 -0.0040
H 0.0089 0.0071 0.0063
H 0.0053 0.0018 -0.0049
H -0.0330 -0.0454 0.0014
H 0.0160 -0.0170 -0.0091
H 0.0021 0.0128 -0.0246
H -0.0164 -0.0031 0.0083
H 0.0197 0.0287 0.0269
H -0.0032 -0.0038 0.0001
H 0.0186 -0.0054 0.0141
H 0.0034 -0.0175 0.0119
H -0.0027 -0.0024 0.0046
H -0.0148 -0.0015 0.0302
H -0.0105 -0.0149 -0.0030
H 0.0008 -0.0004 -0.0029
H -0.0155 -0.0051 -0.0153
H -0.0362 -0.0184 -0.0253
H 0.0083 -0.0008 -0.0024
H -0.0076 0.0085 -0.0004
H -0.0189 -0.0158 0.0042
H 0.0010 0.0042 -0.0004
H 0.0053 0.0501 -0.0109
H -0.0108 -0.0006 0.0033
H -0.0270 0.0088 -0.0020
H 0.0023 0.0051 -0.0058
H -0.0051 0.0254 -0.0410
H 0.0036 -0.0008 0.0009
H 0.0493 -0.0073 0.0207
H 0.0006 0.0017 0.0008
H -0.0274 0.0600 -0.0330
H -0.0036 0.0002 -0.0090
H 0.0023 -0.0168 -0.0104
H 0.0015 -0.0027 0.0028
H 0.0012 0.0192 0.0102
H -0.0055 -0.0018 0.0115
H -0.0318 0.0008 -0.0002